Formula: C23H19ClMnN6O3
Source: the Open Molecules 2025 dataset
Level of theory: ωB97M-V/def2-TZVPD

```
53
Properties=species:S:1:pos:R:3:mulliken_charge:R:1
Mn -0.04737 0.61752 0.07693 0.552
N -0.74645 -3.12167 -2.13908 0.307
C -1.26112 -2.22774 -1.29097 -0.689
N -0.30408 -1.42126 -0.88146 0.314
C 0.79262 -1.86699 -1.55481 0.353
N 0.56574 -2.89141 -2.33830 -0.779
C 2.07599 -1.17300 -1.40666 0.220
C 3.26296 -1.62995 -1.96489 -0.236
N 4.40283 -0.97209 -1.80036 -0.599
C 4.35918 0.13894 -1.07250 -0.320
C 3.17800 0.60694 -0.51429 -0.402
N 2.03614 -0.04802 -0.69004 0.124
H -1.23419 -3.81038 -2.69260 0.314
H -2.29658 -2.19696 -0.99685 0.517
H 3.27975 -2.54162 -2.54844 0.483
H 5.28925 0.67375 -0.92869 0.389
H 3.14530 1.51129 0.07935 0.414
C -0.55533 2.25828 -1.27407 -1.604
C -1.10950 1.39096 -2.30203 0.336
C -0.29139 0.79837 -3.29140 -0.474
C -0.74348 -0.23182 -4.08331 -0.706
C -2.05854 -0.69149 -3.95860 0.522
C -2.92639 -0.02852 -3.08325 -0.823
C -2.46631 0.99388 -2.28541 -0.081
C -2.46141 -1.90898 -4.58884 0.082
N -2.78094 -2.94059 -4.99185 -0.605
H -1.27760 2.93465 -0.82007 0.502
H 0.35250 2.78149 -1.57381 0.483
H 0.73598 1.13313 -3.38604 0.490
H -0.07640 -0.71316 -4.78784 0.441
H -3.96111 -0.34473 -3.02283 0.485
H -3.14322 1.48178 -1.59269 0.685
C -4.72629 -0.40947 0.31565 -1.033
C -4.23980 0.88045 0.91196 0.820
C -5.07801 1.98220 1.03765 -0.849
C -4.61699 3.15497 1.61202 0.164
Cl -5.69211 4.51253 1.75078 -0.229
C -3.31789 3.26355 2.07710 -0.990
C -2.46842 2.17651 1.94769 -0.205
C -2.93040 1.00703 1.36501 0.397
O -2.07455 -0.07711 1.18652 0.396
C -1.62132 -0.68494 2.41854 -0.762
C -0.25083 -0.17121 2.89483 0.379
O 0.09237 -0.48638 4.01506 -0.695
O 0.41333 0.52550 2.03868 -0.830
H -5.74050 -0.30082 -0.06483 0.406
H -4.72601 -1.20748 1.06076 0.330
H -4.07929 -0.72127 -0.50497 -0.125
H -6.10136 1.92452 0.69037 0.391
H -2.97522 4.18478 2.52636 0.435
H -1.44357 2.23070 2.29440 0.508
H -1.53970 -1.75449 2.22244 0.409
H -2.35797 -0.52364 3.20410 0.388
```

Its total energy is -3053.37681 hartree. Its multiplicity is 6. The HOMO-LUMO gap (alpha / beta) is 6.57 / 6.98 eV. Its expectation value of S² is 8.7601. Its energy above the lowest of the compared OMol25 structures with the same formula, charge and spin is 1.25 kJ/mol.